1.
C21H43N3O6S3 | the ωB97M-V functional and the def2-TZVPD basis

CARTESIAN COORDINATES (ANGSTROEM)
C -21.1900 -0.3559 4.9554
C -20.4409 -0.6126 6.2442
O -20.6402 -1.9808 6.4252
C -21.7425 -2.4261 5.7244
O -22.3785 -3.4363 6.0084
O -22.1884 -1.3363 5.0059
H -20.6176 -0.6949 4.0919
H -21.5823 0.6605 4.9201
H -20.9971 -0.0105 6.9627
H -19.4676 -0.3009 5.8653
C -14.2199 -7.1138 3.0249
C -15.1764 -6.1282 3.6934
C -15.7192 -6.6433 5.0839
C -16.8359 -5.8792 5.6533
N -17.7464 -5.3601 6.1363
H -14.8048 -7.9491 2.6396
H -13.5292 -7.4051 3.8162
H -13.5997 -6.4600 2.4117
H -16.0568 -5.8366 3.1207
H -14.6044 -5.2140 3.8518
H -14.9008 -6.5091 5.7912
H -16.1422 -7.6472 5.0462
C -24.2675 -11.2685 13.3828
C -23.2804 -10.1340 13.8163
C -23.4109 -8.7322 13.2204
C -24.8065 -8.1334 13.1982
N -25.8281 -7.6568 13.2686
H -24.5913 -12.0179 14.1051
H -23.8574 -11.8959 12.5914
H -25.2046 -10.7999 13.0823
H -22.3810 -10.5754 13.3869
H -23.1498 -10.2044 14.8962
H -23.3723 -8.7109 12.1313
H -22.8901 -8.0083 13.8472
C -20.8065 -4.9592 8.8032
C -20.5888 -6.0749 7.7528
C -21.7038 -7.2419 7.9734
C -21.7117 -8.0749 9.1686
N -21.8834 -8.8318 10.0694
H -20.4169 -5.2721 9.7719
H -21.8228 -4.6009 8.9675
H -20.0245 -4.2132 8.6618
H -19.6253 -6.5741 7.8562
H -20.5964 -5.7077 6.7266
H -21.9506 -7.9595 7.1909
H -22.6920 -6.7954 7.8629
C -24.8305 -4.0290 13.7237
S -24.1436 -3.6931 12.1081
O -23.6093 -2.3283 12.2617
C -22.4985 -4.6555 12.2118
H -25.2293 -5.0425 13.7657
H -25.7174 -3.4046 13.8313
H -24.0940 -3.9231 14.5203
H -21.7761 -4.1503 11.5707
H -22.6998 -5.6822 11.9061
H -22.3257 -4.3827 13.2529
C -23.2561 -9.8344 4.9105
S -23.5915 -11.6017 4.3883
O -22.4729 -12.4914 4.9047
C -25.1682 -11.9054 5.3856
H -24.0462 -9.1354 4.6360
H -22.4126 -9.5529 4.2801
H -23.1024 -9.7510 5.9864
H -25.1430 -11.6164 6.4363
H -25.3608 -12.9781 5.3654
H -26.0303 -11.4554 4.8933
C -21.0766 -6.1241 2.7703
S -19.8776 -6.7937 4.0605
O -20.4192 -8.1634 4.5912
C -18.7958 -7.2672 2.5309
H -20.7018 -5.3072 2.1536
H -21.9685 -5.8506 3.3340
H -21.4734 -6.9672 2.2048
H -17.9555 -7.8457 2.9148
H -18.4454 -6.3849 1.9954
H -19.3692 -7.8601 1.8183

charge	0
LUMO	0.153	eV
Kohn-Sham gap	8.607	eV
HOMO	-8.454	eV

=====

2.
C4H8O2 | the ωB97M-V functional and the def2-TZVPD basis

CARTESIAN COORDINATES (ANGSTROEM)
C -0.6816 0.5432 1.0007
C 0.6461 0.6021 1.0921
O 1.4739 -0.0879 0.2410
C 0.8079 -1.2341 -0.2548
C -0.5345 -0.8585 -0.8674
O -1.3636 -0.1815 0.0705
H -1.3385 1.1426 1.6188
H -0.6925 2.3081 -0.9390
H -0.1282 2.1868 -0.4647
H 1.1584 1.1810 1.8489
H 0.6559 -1.9354 0.5760
H 1.4580 -1.6924 -1.0039
H -1.0794 -1.7572 -1.1753
H -0.3818 -0.2165 -1.7429

charge	0
SMILES	C1=COCCO1.[H][H]
LUMO	1.067	eV
Kohn-Sham gap	9.372	eV
ΔE to the lowest compared entry with this formula, charge and spin	70.8	kcal per mole
HOMO	-8.305	eV

=====

3.
C42H40F15N2S | the ωB97M-V functional and the def2-TZVPD basis

CARTESIAN COORDINATES (ANGSTROEM)
C 5.6010 -1.6162 -1.2996
N 5.4605 -1.3744 0.1532
C 4.0634 -1.6029 0.6113
N 3.1332 -0.5341 0.1577
C 1.8575 -1.2377 -0.1438
C 0.7792 -0.2893 -0.8255
C -0.6458 -0.2835 -0.1340
F -1.0369 1.1004 -0.1225
F -0.5987 -0.5970 1.2426
C -1.8066 -1.0054 -0.9188
F -1.9553 -0.3307 -2.1497
F -3.0204 -0.7802 -0.2393
S -1.6357 -2.8239 -1.2859
F -0.5561 -3.1201 -0.0733
F -2.8808 -3.1418 -0.1946
F -2.7876 -2.6496 -2.5103
F -0.4753 -2.6184 -2.4481
F -1.6268 -4.4541 -1.6293
H 4.7071 -1.2895 -1.9185
H 5.7793 -2.7219 -1.4950
H 6.5271 -1.0750 -1.6676
H 5.7687 -0.4331 0.4094
H 4.0568 -1.5627 1.7624
H 3.7279 -2.6533 0.3385
H 2.1313 -2.0360 -0.9307
H 1.4930 -1.8173 0.7651
H 1.1997 0.7706 -0.7324
H 0.7285 -0.4663 -1.9512
F -3.8020 6.6470 2.3794
C -3.8359 5.4446 1.7772
C -2.6834 4.6779 1.7242
C -2.7203 3.4328 1.1059
C -3.9060 2.9741 0.5393
C -5.0556 3.7555 0.5945
C -5.0229 4.9962 1.2219
H -1.7678 5.0552 2.1639
H -1.8278 2.8210 1.0652
H -3.9323 2.0046 0.0540
H -5.9774 3.3984 0.1488
H -5.9105 5.6144 1.2821
F -6.9001 3.7043 -4.5299
C -6.0831 2.7238 -4.1026
C -6.2992 1.4244 -4.5313
C -5.4517 0.4122 -4.0934
C -4.4055 0.7095 -3.2243
C -4.2023 2.0177 -2.7975
C -5.0421 3.0327 -3.2430
H -7.1237 1.2110 -5.2013
H -5.6065 -0.6071 -4.4283
H -3.7489 -0.0801 -2.8801
H -3.3897 2.2472 -2.1177
H -4.8930 4.0586 -2.9274
F 0.4520 -2.5624 4.1687
C -0.2089 -1.7368 4.9919
C -0.0849 -1.9010 6.3620
C -0.7666 -1.0415 7.2163
C -1.5723 -0.0353 6.6910
C -1.6925 0.1161 5.3130
C -1.0029 -0.7355 4.4578
H 0.5404 -2.6950 6.7521
H -0.6707 -1.1559 8.2901
H -2.1071 0.6320 7.3584
H -2.3234 0.8977 4.9049
H -1.0777 -0.6267 3.3838
F -6.1227 -8.9832 2.0190
C -5.5439 -7.8594 1.5564
C -4.5855 -7.9489 0.5607
C -3.9912 -6.7871 0.0796
C -4.3543 -5.5509 0.6067
C -5.3151 -5.4753 1.6103
C -5.9180 -6.6354 2.0848
H -4.3095 -8.9204 0.1682
H -3.2453 -6.8445 -0.7049
H -3.8862 -4.6452 0.2329
H -5.5944 -4.5127 2.0233
H -6.6742 -6.5943 2.8597
F 6.8209 -1.1192 -4.0962
C 7.3953 -0.0033 -4.5637
C 8.3501 -0.0964 -5.5632
C 8.9417 1.0634 -6.0507
C 8.5797 2.3009 -5.5261
C 7.6229 2.3805 -4.5189
C 7.0225 1.2227 -4.0379
H 8.6247 -1.0692 -5.9531
H 9.6846 1.0032 -6.8380
H 9.0452 3.2048 -5.9042
H 7.3448 3.3444 -4.1082
H 6.2693 1.2660 -3.2601
F 5.9494 2.3081 1.6433
C 4.8922 3.1120 1.8491
C 5.0977 4.3881 2.3493
C 4.0052 5.2228 2.5579
C 2.7206 4.7682 2.2743
C 2.5277 3.4823 1.7769
C 3.6194 2.6502 1.5573
H 6.1047 4.7213 2.5719
H 4.1546 6.2259 2.9417
H 1.8683 5.4187 2.4415
H 1.5262 3.1275 1.5600
H 3.4868 1.6463 1.1610

charge	-1
LUMO	0.760	eV
Kohn-Sham gap	3.232	eV
HOMO	-2.471	eV

=====

4.
C12H15Cl2NO5S | the ωB97M-V functional and the def2-TZVPD basis

CARTESIAN COORDINATES (ANGSTROEM)
C -4.8502 -1.3354 -1.2282
H -5.0170 -0.2809 -1.4042
H -4.2452 -1.7774 -2.0089
H -5.7927 -1.8600 -1.1331
S -3.9565 -1.5104 0.3445
O -4.7079 -0.8403 1.3701
O -3.6316 -2.8974 0.5300
C -2.4425 -0.5930 0.0492
C -2.3995 0.7526 0.3555
C -1.2419 1.4691 0.1025
C -0.1379 0.8357 -0.4623
C -0.2048 -0.5189 -0.7790
C -1.3581 -1.2363 -0.5157
H -1.4287 -2.2902 -0.7326
H 0.6422 -1.0080 -1.2342
C 1.1366 1.6025 -0.7110
O 0.8503 2.9791 -0.7671
H 1.6272 3.4476 -1.0895
H 1.5797 1.2583 -1.6574
C 2.1935 1.3294 0.4064
N 2.6680 -0.0304 0.3730
C 3.5786 -0.4507 -0.5107
O 4.0524 0.2305 -1.3921
C 3.9922 -1.9168 -0.3368
H 4.7700 -2.1793 -1.0567
Cl 4.6232 -2.1840 1.3023
Cl 2.5884 -2.9681 -0.6255
H 2.3054 -0.6367 1.1000
C 1.6521 1.6122 1.8204
O 0.9481 0.5186 2.3489
H 0.0834 0.4536 1.9256
H 2.4926 1.7721 2.5005
H 1.0406 2.5206 1.7940
H 3.0423 1.9946 0.1994
H -1.1862 2.5234 0.3213
H -3.2660 1.2146 0.8015

charge	0
SMILES	CS(=O)(=O)c1ccc([C@@H](O)[C@@H](CO)NC(=O)C(Cl)Cl)cc1
LUMO	0.310	eV
Kohn-Sham gap	10.133	eV
ΔE to the lowest compared entry with this formula, charge and spin	0.0	kcal per mole
HOMO	-9.823	eV

=====

5.
C14H18N3S2 | the ωB97M-V functional and the def2-TZVPD basis

CARTESIAN COORDINATES (ANGSTROEM)
C -1.0335 2.4388 3.1808
C -1.9743 2.3387 2.1665
C -2.0847 1.1826 1.4382
C -1.2467 0.0743 1.7043
C -1.3507 -1.1049 0.9630
S -0.3438 -2.5067 1.2612
C -0.8703 -3.4626 -0.1509
C -2.2779 -3.0588 -0.5576
S -2.5009 -1.3021 -0.3422
C -0.2988 0.2044 2.7462
C -0.1986 1.3680 3.4642
H -0.9452 3.3532 3.7439
H -2.6194 3.1739 1.9523
H -2.8111 1.1015 0.6507
H -0.1552 -3.2766 -0.9585
H -0.8051 -4.5260 0.0992
H -2.4986 -3.3194 -1.5975
H -3.0252 -3.5556 0.0686
H 0.3448 -0.6280 2.9639
H 0.5325 1.4545 4.2501
C -2.7337 -2.7840 4.6889
C -3.9250 -2.9371 5.6657
N -5.0154 -2.3926 4.8519
C -6.2304 -1.6675 5.2760
C -6.5010 -0.6835 4.1152
N -5.3162 -0.7748 3.2466
C -4.4216 -1.7325 3.7493
N -3.1293 -1.8899 3.6735
H -1.8214 -2.4198 5.1829
H -2.4878 -3.7497 4.2240
H -4.1249 -3.9727 5.9583
H -3.8145 -2.3372 6.5740
H -7.0502 -2.3742 5.4401
H -6.0098 -1.1505 6.2145
H -7.3750 -0.9809 3.5263
H -6.6686 0.3413 4.4670
H -4.9484 0.1158 2.9147

charge	+1
LUMO	-5.061	eV
Kohn-Sham gap	5.553	eV
ΔE to the lowest compared entry with this formula, charge and spin	0.0	kcal per mole
HOMO	-10.614	eV

=====

6.
H30O15 | the ωB97M-V functional and the def2-TZVPD basis

CARTESIAN COORDINATES (ANGSTROEM)
H 0.6521 0.6455 1.2974
H 0.5198 -0.5012 0.3088
H 1.5801 1.4573 -1.4680
H 1.8063 -0.0451 -1.5123
H 0.4449 2.5218 1.2071
H -0.2010 2.4943 2.5826
H -0.7515 1.3738 -2.8624
H -1.7194 0.3121 -3.3583
H 0.3887 -3.4895 -3.3229
H 0.0766 -2.6372 -2.1038
H -0.3110 2.4127 -0.3916
H 0.2518 3.0668 -1.6427
H 3.4456 -3.8877 1.3958
H 2.1704 -4.0049 0.5770
H -3.7104 0.2980 -0.7142
H -3.9296 0.2825 -2.2181
H 3.3423 2.7165 2.6451
H 2.0972 3.0151 3.4639
H 0.9775 -2.0016 3.1598
H 0.4329 -1.9082 4.5756
H -1.6751 -0.5249 2.0694
H -3.0835 -1.0606 2.2684
H 0.5323 -0.0512 -4.0915
H 1.7828 -0.8938 -3.9005
H 3.2208 0.9262 -0.2741
H 3.2531 0.9146 -1.7936
H -2.7592 -3.3625 -0.1180
H -3.5266 -3.6503 -1.3980
H -2.5853 3.3344 1.8960
H -3.0340 2.2899 2.9048
O 1.1246 -0.1222 0.9565
O 1.7461 0.6967 -0.8998
O -0.0933 3.0530 1.8047
O -1.6649 1.2503 -3.1443
O 0.5938 -2.6397 -2.9171
O -0.4048 2.4244 -1.3508
O 2.8401 -4.5373 1.0210
O -4.3794 0.4697 -1.3865
O 3.0532 2.9201 3.5417
O 1.2585 -1.9560 4.0806
O -2.4080 -0.9313 1.5932
O 0.8708 -0.8085 -3.6006
O 3.6798 0.5265 -1.0214
O -3.6208 -3.2381 -0.5318
O -2.2845 2.8498 2.6729

charge	0
LUMO	-0.679	eV
Kohn-Sham gap	8.635	eV
ΔE to the lowest compared entry with this formula, charge and spin	191.0	kcal per mole
HOMO	-9.314	eV

=====

7.
C3H13N3 | the ωB97M-V functional and the def2-TZVPD basis

CARTESIAN COORDINATES (ANGSTROEM)
C 1.2812 -0.5801 1.8816
C 1.5073 0.7755 1.2131
N 0.4821 1.7962 1.4434
H 0.3315 -0.9448 1.4838
H 2.0658 -1.2691 1.5709
H 1.2754 -0.6028 2.9696
H 2.4937 1.1432 1.5029
H 1.5284 0.5717 0.1426
H -0.1800 1.4866 2.1498
H 0.8959 2.6546 1.7998
N -0.9648 -0.0120 -0.6894
C -0.8458 -0.6670 -1.9799
N -2.0892 -0.8773 -2.6846
H -1.8902 0.0672 -0.3023
H -0.7189 0.9651 -0.6891
H -0.1889 -0.0452 -2.6041
H -0.2493 -1.5757 -1.7968
H -2.7876 -1.2665 -2.0603
H -1.9467 -1.6194 -3.3510

charge	0
SMILES	CCN.NCN
LUMO	1.142	eV
Kohn-Sham gap	10.054	eV
ΔE to the lowest compared entry with this formula, charge and spin	11.4	kcal per mole
HOMO	-8.912	eV

=====

8.
C25H23I2N3OSTeZn | the ωB97M-V functional and the def2-TZVPD basis

CARTESIAN COORDINATES (ANGSTROEM)
Zn -0.8708 0.8518 0.0944
I 3.5907 -0.8391 7.0628
C 2.9197 0.0427 5.2907
C 3.6674 1.0411 4.6857
C 3.2079 1.6021 3.5140
I 4.3398 3.0860 2.5745
C 1.9724 1.2497 2.8664
O 1.5715 1.8100 1.8203
C 1.2608 0.1705 3.5242
C -0.0226 -0.3852 2.9432
N -0.0100 -0.6279 1.5004
C 1.1770 -1.2326 0.9500
C 1.8007 -0.4327 -0.1789
C 3.1154 -0.6716 -0.5684
C 3.6621 0.0745 -1.5935
C 2.8849 1.0372 -2.2217
C 1.5855 1.2062 -1.7821
N 1.0639 0.4873 -0.7932
C 1.7398 -0.3918 4.6898
H 4.6010 1.3748 5.1197
H -0.8635 0.2863 3.1399
H -0.2257 -1.3231 3.4834
H -0.8840 -1.0681 1.1379
H 0.9711 -2.2390 0.5632
H 1.9434 -1.3379 1.7233
H 3.6992 -1.4150 -0.0398
H 4.6922 -0.0798 -1.8925
H 3.2752 1.6541 -3.0193
H 0.9298 1.9470 -2.2251
H 1.1773 -1.2020 5.1425
Te -1.2886 3.2223 1.0152
C -3.2272 3.3616 0.1813
C -4.3528 2.6629 0.5176
C -5.4843 2.9854 -0.2818
C -5.2136 3.9413 -1.2134
S -3.5731 4.4269 -1.1209
H -4.3492 1.9038 1.2868
H -6.4478 2.5036 -0.1843
H -5.8842 4.3402 -1.9585
C -3.7161 -2.7426 0.4501
C -4.0085 -1.8987 -0.7533
C -5.1438 -2.1076 -1.5086
C -5.4532 -1.3305 -2.6276
C -4.5457 -0.3270 -2.9769
C -3.3946 -0.0794 -2.2567
C -2.4314 0.9790 -2.7059
C -3.0686 -0.8362 -1.0608
N -2.0103 -0.6349 -0.3039
H -4.4984 -3.4924 0.6071
H -3.6211 -2.1217 1.3479
H -2.7483 -3.2491 0.3525
H -5.8215 -2.9077 -1.2094
H -6.3550 -1.5032 -3.2043
H -4.7421 0.2848 -3.8572
H -2.6514 1.3039 -3.7274
H -1.4078 0.5850 -2.6719
H -2.4438 1.8656 -2.0616

charge	-2
LUMO	3.543	eV
Kohn-Sham gap	3.559	eV
ΔE to the lowest compared entry with this formula, charge and spin	0.0	kcal per mole
HOMO	-0.016	eV

=====

9.
C6H5N4O3 | the ωB97M-V functional and the def2-TZVPD basis

CARTESIAN COORDINATES (ANGSTROEM)
C 0.1038 -1.3790 1.9283
C 0.7511 -0.2331 1.4735
C -0.8610 -2.0020 1.1776
C 0.3616 0.2669 0.2412
C -0.6867 -0.3565 -0.4577
C 0.5612 1.7684 -1.5630
N -0.4887 1.3037 -2.1777
N -1.2746 -1.5227 -0.0317
N 0.9765 1.3522 -0.3776
N -1.2135 0.3233 -1.7116
O -2.1124 -2.1095 -0.7073
O -2.2324 -0.0134 -2.2190
O 2.0341 1.8803 0.2876
H 0.3804 -1.8014 2.8811
H 1.5246 0.2509 2.0437
H -1.3524 -2.9134 1.4885
H 1.0914 2.5675 -2.0699
H 2.4370 2.6177 -0.2059

charge	+1
SMILES	O=[n+]1cccc2n(O)cn[n+]([O-])c1-2
LUMO (spin up / spin down)	-5.991 / -5.992	eV
Kohn-Sham gap (spin up / spin down)	7.189 / 7.189	eV
ΔE to the lowest compared entry with this formula, charge and spin	0.0	kcal per mole
HOMO (spin up / spin down)	-13.180 / -13.182	eV